# C4H6N4O2

C4H6N4O2 in the gas phase (wB97M-V/def2-TZVPD, the Open Molecules 2025 dataset).

Results
net charge: 0
E_HOMO: -0.3534 Eh
SMILES string: OC(O)Nc1ncncn1
relative energy (zero: lowest compared OMol25 entry of this formula, charge and spin): 2.461 eV

```
16
Properties=species:S:1:pos:R:3:forces:R:3
H 1.451801 -0.919018 0.488770 0.3 0.4 0.4
C -0.190375 -0.906199 -2.037915 0.1 1.6 -0.4
C 0.990256 0.125153 2.045469 -0.7 0.9 -2.0
H 0.577986 -1.683749 2.386139 -0.1 0.3 0.2
N -0.152756 0.761214 1.048600 1.3 -0.6 2.9
H -2.101806 1.506603 -2.718496 0.0 0.7 0.7
H 0.072413 -1.810277 -2.584237 0.3 0.0 0.5
N -0.886582 -0.010915 -2.753676 0.8 -3.3 -1.3
N -1.125675 1.299512 -0.870251 -0.7 0.9 0.3
O 1.915716 -0.450433 1.237302 0.6 -0.2 -1.2
C -1.382641 0.974030 -2.095159 -1.3 1.4 -1.1
O 0.462941 -0.842359 2.854930 -0.6 0.4 0.8
H 1.520954 0.989273 2.574803 -1.4 -1.2 -0.3
H -1.011434 1.177250 1.461169 1.4 -0.1 -0.4
C -0.305843 0.470062 -0.255070 -0.5 -0.5 1.1
N 0.165046 -0.680147 -0.782379 0.3 -0.7 -0.2
```
Forces are in eV/Å.

***

# C4H6N4O2S

C4H6N4O2S in the gas phase (wB97M-V/def2-TZVPD, the Open Molecules 2025 dataset).

Results
net charge: 0
E_HOMO (alpha / beta): -0.2902 / -0.2902 Eh
SMILES string: C1=NN(SN2N=CCO2)OC1
relative energy (zero: lowest compared OMol25 entry of this formula, charge and spin): 5.530 eV

```
17
Properties=species:S:1:pos:R:3:forces:R:3
H -2.119590 2.007730 0.098701 -1.3 0.6 -0.5
C -2.049222 1.651132 1.113439 -1.3 -1.4 -1.5
H -2.728566 1.988241 1.845541 -1.1 1.0 0.5
H 0.117726 -1.675745 -0.987898 0.6 0.2 -0.9
H -3.070500 -0.418768 1.016699 -0.6 -0.8 -0.3
N -1.024193 -0.342142 1.161448 0.5 -4.2 -0.1
H 0.720434 -1.199149 -2.717118 -0.5 0.0 0.8
O 0.877587 0.220922 -1.264916 -0.3 0.9 0.3
N -0.099830 0.504481 1.357901 1.9 3.5 0.8
O -0.795125 1.898757 1.477573 3.3 -0.5 1.1
N 2.042223 0.451804 -0.518982 0.1 2.1 1.3
S 1.512336 0.533120 1.479743 -0.7 -1.0 -1.6
C 0.872321 -1.107982 -1.615600 -0.1 -2.0 -0.7
C 2.305957 -1.529025 -1.312003 -1.1 0.0 0.2
H 2.744290 -2.496783 -1.536771 0.1 0.3 0.0
N 2.859987 -0.605055 -0.644372 0.8 -1.0 0.3
C -2.165835 0.118461 1.046615 -0.5 2.4 0.3
```
Forces are in eV/Å.

***

# C4H6N4O2S

2 unconnected molecules or ions with the total composition C4H6N4O2S (wB97M-V/def2-TZVPD, the Open Molecules 2025 dataset).

Results
net charge: 0
E_HOMO: -0.3204 Eh
relative energy (zero: lowest compared OMol25 entry of this formula, charge and spin): 2.712 eV

```
17
Properties=species:S:1:pos:R:3:forces:R:3
N -0.799140 -1.694304 -1.182867 0.1 0.4 0.3
C -0.913987 2.035940 1.163624 -0.1 -0.3 -0.2
N 2.065867 -1.158724 -1.287649 -3.2 0.1 1.1
H -2.096542 0.183648 0.815304 -0.2 -0.1 0.0
C 0.340745 2.339924 0.574242 -0.3 -0.3 0.0
S 2.000259 -1.926467 -2.791780 -0.6 0.2 0.6
N 0.741556 1.383436 -0.215062 1.1 0.2 -0.5
C -1.248721 0.818569 0.659039 0.0 0.3 0.2
H 2.375957 -0.198973 -1.361202 0.2 0.3 -0.4
H 1.208768 -3.381919 -1.380074 -0.2 0.2 0.5
O 3.356632 -1.866935 -3.291672 0.4 -0.3 -0.1
O 1.765636 -3.450730 -2.155881 0.6 0.4 -0.8
H 0.937124 3.219316 0.710102 0.2 0.1 0.0
C -0.168468 -0.718922 -0.834648 3.3 -2.3 -1.7
N -0.218034 0.444473 -0.183373 -0.9 0.8 0.9
H -1.793179 -1.871973 -1.139202 -0.1 0.3 0.1
H -1.470179 2.633951 1.854782 -0.2 0.1 0.1
```
Forces are in eV/Å.

***

# C4H6N4OS

2 unconnected molecules or ions with the total composition C4H6N4OS (wB97M-V/def2-TZVPD, the Open Molecules 2025 dataset).

Results
net charge: 0
spin multiplicity: 3
E_HOMO (alpha / beta): -0.1659 / -0.3419 Eh
relative energy (zero: lowest compared OMol25 entry of this formula, charge and spin): 0.034 eV

```
16
Properties=species:S:1:pos:R:3:forces:R:3
N 0.510461 0.275075 -0.014464 -2.4 0.8 -0.3
C 1.744802 0.770633 0.116853 5.0 1.1 0.6
H 3.705658 -0.230300 0.241822 0.2 0.0 0.0
C 1.896357 -1.443202 0.033939 0.2 -1.1 0.0
H -0.737873 2.835802 -1.201741 0.0 -0.1 0.0
C -2.939696 -0.875592 0.042973 0.0 -0.1 0.1
H -0.253678 -1.609145 -0.159661 0.2 0.3 0.0
H 1.927400 1.822790 0.189282 0.0 0.1 0.0
N 0.592684 -1.061539 -0.060461 -1.7 -3.6 -0.2
H 2.179763 -2.473560 0.016045 0.0 -0.2 0.0
O -2.306967 -1.804755 -0.244301 0.7 -0.8 -0.4
C 2.642421 -0.304277 0.151655 -0.4 2.3 0.0
H -3.750940 0.907916 0.524779 0.3 0.3 0.0
N -0.688306 0.799321 -0.108142 -1.1 -0.2 -0.2
N -3.749493 -0.075134 0.375238 -1.0 0.5 0.3
S -0.772591 2.465965 0.096191 0.0 0.6 0.2
```
Forces are in eV/Å.

***

# C4H6N4S

C4H6N4S in the gas phase (wB97M-V/def2-TZVPD, the Open Molecules 2025 dataset).

Results
net charge: 0
E_HOMO: -0.3443 Eh
SMILES string: C=Cc1nnnn1SC
relative energy (zero: lowest compared OMol25 entry of this formula, charge and spin): 3.630 eV

```
15
Properties=species:S:1:pos:R:3:forces:R:3
H 0.586143 2.643514 -2.072574 -1.0 0.8 1.4
H -1.015165 2.675530 -0.896431 2.1 1.8 -1.7
H 1.737401 -0.904255 0.826988 -1.0 -1.0 0.1
N -2.095786 -0.609773 -1.091614 -2.5 -0.9 -0.3
S 0.568622 1.721117 0.197440 1.0 -0.9 0.7
N -0.367831 0.274032 -0.272817 -0.6 -0.4 0.0
C -0.325128 -1.099736 0.012575 0.7 1.5 0.6
C 0.844587 -2.678978 1.692628 -1.7 0.3 -1.7
H 0.398730 3.955676 -0.758886 0.2 0.5 0.5
C 0.131832 2.975927 -1.075215 -2.5 -4.0 -0.7
N -1.481393 -1.572517 -0.489856 3.1 -2.8 1.4
C 0.863737 -1.618852 0.866384 -1.3 0.7 -0.6
H 1.733241 -2.831891 2.250462 0.4 -0.5 0.6
H -0.037144 -3.401287 1.714302 1.4 1.2 0.2
N -1.541847 0.471493 -0.903386 1.7 3.8 -0.5
```
Forces are in eV/Å.

***

# C4H6N4S2

2 unconnected molecules or ions with the total composition C4H6N4S2 (wB97M-V/def2-TZVPD, the Open Molecules 2025 dataset).

Results
net charge: 0
E_HOMO: -0.3089 Eh
relative energy (zero: lowest compared OMol25 entry of this formula, charge and spin): 3.938 eV

```
16
Properties=species:S:1:pos:R:3:forces:R:3
S -1.231043 2.545421 -0.128014 -0.2 2.5 -1.5
C 0.876804 0.037753 -1.148463 -0.8 -0.9 -1.4
N -1.438665 0.165718 1.135141 -0.7 1.5 -1.2
H -0.207680 -2.219049 -3.063143 0.4 0.2 1.1
N 0.374501 -0.736421 -1.875575 0.3 -0.1 -1.0
H 2.123767 2.196349 1.027988 -0.7 -1.1 -1.6
C 1.537569 0.497550 -0.026662 0.1 -0.8 1.0
H -1.255666 -1.763170 0.513102 -0.4 -1.2 -2.1
H -0.510919 -1.304417 1.882803 1.7 -0.7 1.0
N 1.764973 1.783155 0.121388 0.7 2.0 1.0
C -1.310829 1.129185 0.467862 -0.6 -2.1 2.0
S 1.843635 -0.722793 1.012318 1.1 -0.7 1.3
H -2.118345 -1.530377 2.043768 -1.9 -0.5 0.7
C -1.410427 -1.198823 1.361258 1.2 0.7 1.0
N -0.149464 -1.211496 -2.894817 -0.5 0.6 -0.7
H 1.111785 2.331409 -0.428949 0.4 0.5 0.2
```
Forces are in eV/Å.

***

# C4H6N5

A gas-phase ion, C4H6N5 (charge -1) (wB97M-V/def2-TZVPD, the Open Molecules 2025 dataset).

Results
net charge: -1
E_HOMO: -0.1365 Eh
relative energy (zero: lowest compared OMol25 entry of this formula, charge and spin): 0.000 eV

```
15
Properties=species:S:1:pos:R:3:forces:R:3
N 3.268345 0.649247 0.297258 0.5 0.2 0.1
H -2.788327 -0.003670 -0.491108 0.0 0.0 0.0
C -0.876463 1.052861 -0.138410 0.1 0.5 -0.1
C -0.876501 -1.055096 -0.123364 0.1 -0.5 -0.1
H -1.134180 -1.791081 -0.891585 0.0 0.0 0.1
C 1.346074 -0.001428 -0.231160 0.6 0.0 0.1
N 3.272276 -0.643802 0.292875 0.5 -0.2 0.1
H -0.478598 -1.583155 0.751010 0.0 0.1 -0.1
H -0.478123 1.593676 0.727779 0.0 -0.1 -0.1
H -1.134310 1.777264 -0.917449 0.0 0.1 0.1
N 2.056607 1.110260 -0.029283 -0.7 -0.1 -0.2
H -2.308508 0.008492 1.220809 0.0 0.0 0.0
N 0.009444 -0.004565 -0.624922 0.0 0.0 0.0
N 2.064295 -1.110198 -0.037380 -0.7 0.1 -0.2
C -1.942033 0.001191 0.194930 -0.4 0.0 0.0
```
Forces are in eV/Å.

***

# C4H6N9

A gas-phase ion, C4H6N9 (charge +1) (wB97M-V/def2-TZVPD, the Open Molecules 2025 dataset).

Results
net charge: +1
E_HOMO (alpha / beta): -0.4335 / -0.4335 Eh
relative energy (zero: lowest compared OMol25 entry of this formula, charge and spin): 0.000 eV

```
19
Properties=species:S:1:pos:R:3:forces:R:3
N -3.648071 -1.400404 -0.271417 -0.3 -0.3 -0.6
N -4.748419 0.865304 0.428080 2.9 4.5 1.1
H 3.172786 0.511574 -0.565613 -0.1 0.0 0.6
C -4.943139 -1.153362 -0.467091 4.3 2.0 1.9
H -5.526608 -1.837416 -0.896319 -2.2 -2.6 -1.5
N -5.455972 -0.075716 0.095312 -3.5 -1.9 -0.7
C 1.221567 0.601338 0.071922 -0.7 -1.6 2.0
C -0.429947 2.310581 -0.483466 0.6 -1.0 -0.1
N -2.671125 1.914270 0.215606 0.6 2.6 1.5
N -1.467801 1.993467 -0.021851 -0.8 -0.5 -0.6
H 2.853953 -0.433668 0.828488 0.1 -1.0 0.8
H -0.736603 -0.224761 0.437460 0.1 1.0 -0.2
N 0.283848 -0.181482 0.619112 -0.3 -1.4 0.2
N -2.848749 -0.432937 0.123363 0.4 1.6 0.1
H 1.586420 2.497643 -0.603374 -0.1 -0.3 -0.1
N 2.519225 0.182044 0.143344 -1.1 2.5 -2.2
N 0.852579 1.833110 -0.377347 1.1 0.3 -0.3
C -3.392019 0.828975 0.233163 -1.8 -4.9 -1.1
H 0.466546 -1.123044 1.031281 0.8 1.2 -0.8
```
Forces are in eV/Å.

***

# C4H6NO2

2 unconnected molecules or ions with the total composition C4H6NO2 (wB97M-V/def2-TZVPD, the Open Molecules 2025 dataset).

Results
net charge: +1
E_HOMO: -0.5677 Eh
relative energy (zero: lowest compared OMol25 entry of this formula, charge and spin): 6.254 eV

```
13
Properties=species:S:1:pos:R:3:forces:R:3
H -3.601042 0.844039 -0.643584 -0.2 0.1 0.2
C 3.143443 0.300973 -0.066796 1.6 1.3 1.8
H 4.067401 0.001204 0.423397 -0.3 -0.2 0.0
N -0.090143 -0.238213 -0.488084 4.6 -1.6 1.0
C -3.353785 0.278657 0.231587 -0.8 1.0 -1.4
H 2.799030 1.231152 0.355721 -0.6 0.0 0.6
O -1.156683 -0.146016 -1.199347 -1.1 0.0 -0.1
H 3.330416 0.510799 -1.048986 0.5 0.1 -2.7
O 2.227804 -0.772506 0.045061 -2.1 -1.2 -0.1
H -3.188379 -0.934085 2.108181 0.2 -0.3 0.2
C -3.218506 -0.404855 1.190274 -0.1 -0.5 1.2
C 1.047153 -0.608670 -0.357149 -3.5 1.6 -0.1
H -2.006703 -0.062480 -0.550272 1.7 -0.4 -0.5
```
Forces are in eV/Å.